Entry 1:
97
Properties=species:S:1:pos:R:3:forces:R:3 method="wB97M-V/def2-TZVPD" gap_ha="0.1830 / 0.1709" de_lowest_kcal_mol=22.0 e_tot_ha=-2626.6908 e_homo_ev="-1.20 / -0.87" charge=-2
Cs 0.30596 0.27428 0.09131 1.328 -0.640 0.312
C 3.93654 -5.89204 -2.81432 0.014 -0.122 -0.037
C 5.13475 -5.34554 -2.33846 0.079 -0.128 -0.028
C 5.19234 -4.03842 -1.88554 -0.064 0.150 0.052
C 4.02505 -3.28694 -1.91152 -0.136 -0.212 -0.116
C 3.70048 -1.91588 -1.52467 0.007 0.095 0.051
N 4.63879 -1.10510 -0.99894 0.032 -0.024 0.014
C 4.41258 0.17289 -0.77806 0.165 0.032 0.155
C 5.43797 1.01801 -0.10324 -0.099 0.125 0.002
C 6.70333 0.74914 0.38346 -0.095 0.014 -0.036
C 7.38767 1.78786 1.00438 0.126 -0.045 0.048
C 6.81892 3.05239 1.12941 0.060 0.159 0.066
C 5.54902 3.32286 0.63141 -0.058 -0.060 -0.040
C 4.86830 2.28762 0.02177 0.067 -0.172 -0.001
C 3.54560 2.18893 -0.64808 0.302 0.169 0.261
N 2.71553 3.18350 -0.80596 -0.352 -0.027 -0.588
C 1.76332 2.87364 -1.76830 0.032 0.141 0.537
N 0.45071 2.78581 -1.51719 -0.197 -0.246 -0.008
C -0.07250 2.01096 -2.51641 -0.536 -0.105 0.155
N -1.26392 1.33675 -2.38997 0.314 0.520 -0.235
C -1.19370 0.04570 -2.63798 0.003 -0.152 -0.140
N -0.03804 -0.66070 -2.63456 0.118 0.331 -0.245
C -0.29800 -1.96644 -2.74887 -0.091 0.073 0.052
N 0.56439 -2.96278 -2.65271 -0.171 -0.030 -0.047
C 1.83624 -2.76190 -2.27750 -0.011 -0.104 -0.083
N 2.40430 -1.65481 -1.74644 -0.143 -0.046 0.035
C 2.82248 -3.83404 -2.38822 0.310 -0.003 0.055
C 2.77147 -5.14421 -2.84684 -0.092 0.132 0.012
C -1.76038 -2.15955 -2.91430 -0.041 -0.022 0.027
C -2.54909 -3.28267 -3.09272 0.052 0.111 -0.001
C -3.92556 -3.09924 -3.16780 -0.027 -0.119 -0.005
C -4.49089 -1.83165 -3.04586 -0.133 0.059 -0.006
C -3.70031 -0.70440 -2.85161 -0.001 -0.027 0.030
C -2.33222 -0.88643 -2.79130 0.007 -0.027 -0.060
C 0.88542 1.84285 -3.58215 0.233 0.052 -0.212
C 0.80235 1.31290 -4.86872 0.125 0.070 0.076
C 1.93243 1.36385 -5.65798 0.010 -0.028 -0.056
C 3.13170 1.91871 -5.17539 0.010 -0.063 -0.161
C 3.21653 2.43466 -3.90049 -0.019 0.050 0.183
C 2.07562 2.40277 -3.10095 -0.037 -0.152 -0.524
N 3.33108 0.91058 -1.04985 -0.267 0.026 -0.204
H 3.92479 -6.91988 -3.16204 0.006 0.016 0.010
H 6.02637 -5.96350 -2.32778 0.004 0.022 0.007
H 6.10919 -3.59913 -1.51318 0.034 -0.019 -0.006
H 7.12725 -0.24109 0.28003 0.022 -0.013 0.006
H 8.38097 1.61661 1.40453 0.000 -0.012 -0.007
H 7.37910 3.83728 1.62542 0.002 -0.002 -0.001
H 5.09469 4.30091 0.71847 0.009 0.042 0.012
H 1.83933 -5.55425 -3.21401 -0.012 -0.027 -0.011
H -2.09275 -4.26130 -3.16804 -0.023 -0.023 0.000
H -4.57793 -3.95363 -3.31395 0.026 -0.003 0.001
H -5.56907 -1.72548 -3.09734 0.003 0.000 0.001
H -4.13598 0.27880 -2.72815 0.004 0.027 0.000
H -0.11424 0.86028 -5.22576 -0.011 -0.003 -0.003
H 1.90793 0.95500 -6.66195 -0.004 -0.002 0.008
H 4.00351 1.92231 -5.82020 0.007 0.011 0.025
H 4.14638 2.84309 -3.52292 0.019 0.008 0.011
C -6.83312 -1.18329 0.13104 -0.046 -0.085 -0.060
O -6.65338 0.21212 0.12101 0.154 0.132 0.071
C -5.39101 0.66841 0.43472 -0.191 -0.164 -0.073
C -5.24204 2.06482 0.41082 -0.009 0.207 -0.023
C -4.00996 2.59040 0.70762 -0.086 -0.169 0.014
C -2.88045 1.81554 1.04386 -0.313 0.362 0.000
C -1.68450 2.55213 1.47368 -0.209 -0.667 -0.072
C -1.62025 4.05421 1.27193 0.111 0.071 0.033
O -0.71965 2.00793 2.00632 -0.163 0.348 0.434
C -3.02077 0.36473 0.99172 0.296 0.146 0.061
O -2.07891 -0.45946 1.13210 -0.414 0.019 0.376
C -4.34000 -0.14902 0.73100 -0.008 -0.022 -0.104
H -7.87835 -1.35448 -0.12806 0.034 -0.028 0.024
H -6.62466 -1.60730 1.11894 -0.016 0.001 -0.021
H -6.19026 -1.67633 -0.60513 -0.007 0.007 0.041
H -6.09125 2.68477 0.15789 0.004 0.029 -0.003
H -3.90973 3.66661 0.69437 -0.030 0.030 -0.003
H -1.90698 4.34039 0.26291 0.012 -0.011 -0.068
H -0.58842 4.34984 1.44596 -0.012 0.025 0.002
H -2.27198 4.57038 1.98059 -0.015 0.008 0.024
H -4.40157 -1.22825 0.70389 -0.037 0.022 0.003
O -0.08917 -2.29212 4.98883 -0.023 0.006 -0.124
C -0.62052 -1.21829 5.21863 0.074 -0.159 0.086
C -1.32797 -0.36716 4.21171 -0.238 0.329 -0.317
C -2.83604 -0.24221 4.48844 0.030 -0.006 -0.022
C -3.20099 0.85273 5.48545 -0.045 -0.020 0.005
C -2.65136 0.65372 6.89387 0.047 0.099 0.028
C -1.12828 0.54071 6.95437 -0.061 0.052 0.042
N -0.62336 -0.73802 6.50142 0.140 -0.047 0.184
H -1.19873 -0.73251 3.19518 0.137 -0.285 0.145
H -0.89418 0.63812 4.19969 0.051 0.004 0.028
H -3.22962 -1.21098 4.81448 -0.018 -0.002 0.048
H -3.32219 -0.01925 3.53917 0.004 0.008 -0.020
H -4.28941 0.95237 5.53983 0.002 -0.028 -0.010
H -2.83008 1.80447 5.09066 0.031 0.026 -0.001
H -3.07496 -0.24793 7.34710 -0.016 -0.026 -0.015
H -2.95824 1.49894 7.51959 0.006 0.009 -0.007
H -0.80142 0.66075 7.98970 0.008 -0.037 -0.028
H -0.66645 1.35691 6.38788 -0.060 0.019 -0.018
H -0.10559 -1.31437 7.14489 -0.036 0.026 -0.005

---

Entry 2:
6
Properties=species:S:1:pos:R:3:forces:R:3 method="wB97M-V/def2-TZVPD" gap_ha="0.3087 / 0.3031" de_lowest_kcal_mol=76.2 e_tot_ha=-683.4877 e_homo_ev="-10.41 / -10.21" charge=0
C 1.12930 -1.31998 0.02434 -3.075 0.784 -0.967
N 0.16411 -0.61389 -0.16885 1.950 -2.497 -0.481
N -0.98679 1.45072 0.32024 -0.542 1.365 0.992
O 1.80337 -2.24799 0.01304 2.285 -1.317 0.497
Cl -1.95784 2.46650 -0.30506 -0.777 0.794 -0.528
H -0.15216 0.26463 0.11629 0.159 0.871 0.487

---

Entry 3:
31
Properties=species:S:1:pos:R:3:forces:R:3 method="wB97M-V/def2-TZVPD" smiles="C=C(CCN)NC.O.O.O.O" gap_ha=0.3315 de_lowest_kcal_mol=61.2 e_tot_ha=-612.8796 e_homo_ev=-8.50 charge=0
C -0.63153 -1.33181 -0.51022 -0.225 1.112 -0.904
C 0.17128 -0.78846 0.41284 -2.001 -1.677 -0.177
C 1.03496 -1.65723 1.31717 1.089 -0.304 0.655
C 2.58264 -1.81500 0.87033 -3.189 1.027 -2.240
N 2.54246 -2.00621 -0.66913 0.723 -1.910 2.833
N -0.23877 0.49790 0.84052 2.255 0.771 0.411
C 0.76750 1.26283 1.55800 -0.965 4.376 1.270
H -0.78123 -2.26241 -0.97817 0.991 -1.620 0.360
H -1.32178 -0.68561 -1.02353 -0.288 0.828 0.545
H 0.55275 -2.69760 1.47583 0.792 1.858 -0.387
H 1.10263 -1.10203 2.27978 -0.328 -0.872 -0.291
H 3.01625 -0.80877 1.01436 0.465 -0.846 0.761
H 2.96027 -2.69232 1.43425 0.348 0.852 -0.693
H 2.25271 -1.17211 -1.13120 0.189 0.563 -0.238
H 3.47147 -2.32804 -0.90790 -0.072 0.422 -0.639
H -0.59158 1.18219 0.14095 -0.288 -1.396 0.124
H 0.14776 2.12510 2.02305 0.743 -1.014 -0.608
H 1.49946 1.93148 0.96600 -0.546 -1.683 0.463
H 1.19496 0.90771 2.50046 0.186 -0.771 -0.708
O 0.79084 2.06426 -1.88178 -0.173 -0.274 -0.048
H 1.05987 1.48419 -1.15528 -0.094 0.038 -0.410
H 0.27066 1.50482 -2.49144 0.233 0.089 0.404
O -2.38496 2.14703 -0.25019 0.060 1.621 1.938
H -2.67772 2.06084 0.70314 0.144 -0.539 -1.174
H -2.05920 3.08024 -0.17965 -0.255 -1.000 -0.754
O -2.75952 0.65428 2.35594 0.509 -1.033 -1.643
H -3.42135 0.12645 1.88314 -0.662 0.288 0.602
H -2.00826 0.30936 1.79522 0.246 0.852 1.006
O -0.92002 -0.19826 -3.35877 0.487 -0.323 -0.728
H -0.48836 -1.00037 -3.67892 0.435 0.329 -0.478
H -1.44338 -0.61639 -2.68946 -0.809 0.236 0.748

---

Entry 4:
14
Properties=species:S:1:pos:R:3:forces:R:3 method="wB97M-V/def2-TZVPD" smiles="C[C@@]1(O)C=CON1" gap_ha=0.3441 de_lowest_kcal_mol=93.5 e_tot_ha=-361.7318 e_homo_ev=-8.47 charge=0
C 1.14080 -0.33730 0.20275 -1.976 -0.910 1.813
C -0.11037 0.49840 -0.05042 -0.834 0.203 -2.045
O 0.33794 1.82553 -0.43926 -1.886 0.708 -1.195
C -0.89699 -0.22068 -1.13165 -3.760 0.660 3.013
C -2.18500 -0.38648 -0.62482 2.315 -0.844 -3.261
O -2.33871 0.11711 0.57300 -0.527 0.458 2.097
N -1.10671 0.77248 0.95183 -0.279 -0.260 0.406
H 1.79491 0.46277 0.33036 2.265 0.481 0.994
H 1.36235 -0.86999 -0.69735 0.336 -0.319 -0.401
H 0.96676 -1.11146 1.05505 0.651 1.631 -1.331
H -0.52258 2.33611 -0.72993 2.538 -1.555 0.923
H -0.40726 -0.68243 -1.91751 0.381 -0.600 -1.601
H -3.09899 -0.87910 -1.08127 1.337 0.754 0.784
H -0.83882 0.49005 1.89310 -0.562 -0.406 -0.198